Density functional theory data (the ωB97M-V functional and the def2-TZVPD basis) for C4H6N2O2 in the gas phase at a distorted geometry.

XYZ file:
```
14
Properties=species:S:1:pos:R:3:nbo_charge:R:1
O 2.9328 -1.2567 1.2696 -0.389
O 1.3972 -0.2781 2.4564 -0.397
N 0.2784 1.5716 -0.6840 -0.367
N 1.8559 -0.7038 1.3954 0.504
C 1.0737 -0.6792 0.2030 -0.198
C -0.4434 -0.3632 0.5405 -0.455
C -0.9244 0.8476 -0.3395 -0.246
C 1.3606 1.0071 -0.5419 0.185
H -0.5922 -0.1055 1.6031 0.260
H 2.3274 1.1859 -0.8493 0.200
H -1.3478 0.4105 -1.2715 0.204
H -1.8170 1.2445 0.1387 0.226
H 1.4897 -1.3181 -0.5365 0.247
H -1.2213 -1.1600 0.2478 0.224
```

Computed properties:
- E_LUMO (eV) = 0.150
- calculated total energy (Ha) = -415.838123
- SMILES = O=[N+]([O-])[C@@H]1C=NCC1
- energy above the lowest of the compared OMol25 structures with the same formula, charge and spin (kJ/mol) = 531.7
- frontier orbital gap (hartree) = 0.371
- HOMO energy (hartree) = -0.3657



Density functional theory data (the ωB97M-V functional and the def2-TZVPD basis) for C21H26N10O8S2Ti as an isolated structure at a distorted geometry.

XYZ file:
```
68
Properties=species:S:1:pos:R:3:nbo_charge:R:1
Ti -0.0634 1.9175 -0.1424 1.442
S 3.2655 1.7494 -1.2279 2.343
S 0.6099 -4.2653 -2.0238 2.333
O -0.8953 0.0358 -0.2397 -0.700
O 0.7840 2.1914 1.5901 -0.548
O -0.8390 1.3174 -2.0015 -0.659
O 4.1982 2.8348 -1.1437 -0.929
O 3.2495 0.8639 -2.3593 -0.940
O 0.3602 -5.4157 -2.8416 -0.944
O -0.3678 2.3993 3.5832 -0.480
O 1.8217 -4.0673 -1.2882 -0.932
N 2.0256 4.4171 -2.1504 -0.450
N 0.4526 -3.0057 -3.0407 -0.866
N -3.3361 2.4986 -0.3851 -0.639
N -3.6587 2.5850 0.9756 -0.450
N -3.0102 2.4075 3.1764 -0.815
N -0.3461 2.3718 2.3332 0.448
N 0.1009 3.8163 -0.8764 -0.561
N 4.2330 -1.6279 3.5327 -0.795
N -1.4148 2.3648 1.4445 -0.467
N 1.7288 2.2982 -1.0332 -0.937
C 2.8379 -1.0446 1.6462 -0.256
C 1.3406 3.5601 -1.3754 0.611
C 3.9873 -0.8419 2.4165 0.206
C 4.5960 1.0004 0.9790 -0.163
C -0.9274 0.1559 -1.5157 0.792
C 4.8570 0.1922 2.0716 -0.274
C 0.4305 -1.6239 -2.5638 -0.224
C 3.4595 0.7788 0.2123 -0.327
C -0.5284 4.9158 -1.2761 0.131
C -2.6261 2.4594 1.8772 0.599
C 0.0834 5.8329 -2.0887 -0.363
C -1.5646 -3.2891 1.2087 -0.205
C -1.9144 -4.7495 -1.1293 -0.196
C 2.5842 -0.2478 0.5527 -0.166
C 1.3923 5.5255 -2.4725 0.136
C -0.6942 -4.1412 -0.8528 -0.308
C -2.8004 -3.8721 0.9459 0.002
C -0.9898 -1.0552 -2.3871 -0.520
C -0.5079 -3.4213 0.3235 -0.193
C -2.9565 -4.6085 -0.2271 -0.224
C -3.9483 -3.6984 1.9064 -0.630
H 3.7814 -2.5264 3.5595 0.382
H -3.8847 3.1601 -0.9163 0.370
H 0.9931 -1.0133 -3.2675 0.236
H 0.4568 -2.9810 0.5405 0.237
H -3.8496 2.9091 3.4151 0.393
H -4.6743 -4.5050 1.8095 0.219
H -3.9062 -5.0900 -0.4308 0.214
H 1.9500 6.2191 -3.0964 0.200
H -4.5109 2.1331 1.2826 0.371
H -1.5346 5.0553 -0.8968 0.204
H -1.6334 -1.7949 -1.9110 0.237
H -4.4734 -2.7584 1.7193 0.220
H -1.4066 -0.7686 -3.3522 0.230
H 5.2648 1.8083 0.7193 0.247
H 2.1469 -1.8361 1.9166 0.205
H -0.4119 6.7372 -2.4049 0.231
H -3.5989 -3.6734 2.9385 0.223
H -1.4284 -2.7141 2.1171 0.218
H -0.1596 -3.2411 -3.8103 0.407
H -2.0310 -5.3325 -2.0331 0.240
H -3.4681 1.5580 -0.7406 0.360
H -2.2311 2.4440 3.8335 0.445
H 5.7431 0.3684 2.6701 0.210
H 5.1818 -1.6469 3.8660 0.382
H 0.9847 -1.5857 -1.6282 0.228
H 1.6910 -0.4399 -0.0332 0.211
```

Computed properties:
- <S²> = 2.0110
- E_LUMO (alpha / beta) (eV) = -0.223 / -0.237
- calculated total energy (Ha) = -3611.175898
- energy above the lowest of the compared OMol25 structures with the same formula, charge and spin (kJ/mol) = 105.5
- multiplicity = 3
- frontier orbital gap (alpha / beta) (hartree) = 0.248 / 0.285
- HOMO energy (alpha / beta) (hartree) = -0.2567 / -0.2937



Density functional theory data (the ωB97M-V functional and the def2-TZVPD basis) for a 9-piece molecular cluster, C59H133N7O9 overall at a distorted geometry.

XYZ file:
```
208
Properties=species:S:1:pos:R:3:lowdin_charge:R:1
O -1.1958 0.1573 0.1756 -0.114
O -4.8744 1.7711 -3.8475 -0.173
O 3.0801 1.1197 2.7935 -0.040
O -3.6089 -1.1252 -0.0027 -0.100
O 2.8210 -2.4626 -5.0569 -0.077
O 2.7314 -5.8347 2.6317 -0.004
O 1.2385 3.3619 4.0913 -0.222
O -2.0837 -4.7028 -5.1445 -0.043
O -4.0083 8.4909 -0.4116 -0.025
N -2.8566 7.5920 -0.3425 -0.075
N -2.6301 0.7585 -2.2644 0.072
N 2.8211 -1.0185 -5.1048 -0.069
N 3.9306 0.7252 3.8787 -0.086
N -0.8540 2.9026 7.1810 0.016
N 1.9612 -4.7177 2.2774 -0.098
N -3.0377 -5.1146 -4.0968 -0.031
C 0.1629 3.0161 5.0136 -0.205
C -3.3080 6.3251 -2.4330 -0.031
C 3.8590 1.4778 -4.2771 -0.191
C -3.0369 -4.0242 -3.0614 -0.511
C -3.0505 -7.3721 -4.8446 -0.068
C 3.9830 -0.5225 -5.9297 -0.526
C -5.8765 -0.5480 0.4972 -0.038
C -1.8244 5.3923 -0.6937 -0.120
C -2.4007 7.6771 1.0542 -0.542
C 5.2637 2.7488 3.7514 -0.044
C -2.6965 -6.5037 -3.6992 -0.545
C -4.5848 -1.2653 1.0200 -0.478
C -4.0430 -0.7430 2.3392 -0.046
C -0.2941 -5.8646 2.6587 -0.022
C 5.2834 1.2546 3.6869 -0.517
C -1.9539 9.1320 1.1381 -0.057
C -3.6576 -5.7884 -1.4213 -0.199
C -5.8173 1.8048 -4.9259 -0.075
C 4.1032 -1.0723 -2.8302 -0.043
C 1.4874 2.8477 7.2215 -0.068
C -0.9093 1.6780 2.0368 -0.041
C 2.6718 0.8707 -3.6387 -0.176
C 2.1684 -0.6403 4.8696 -0.008
C 5.7961 0.8224 2.2702 -0.007
C 3.4393 -4.4141 0.2799 -0.015
C 4.6139 -1.0742 5.2805 -0.132
C -1.4350 5.3579 0.7761 -0.186
C 0.3477 3.4421 6.4562 -0.436
C -0.1467 -3.1612 1.1599 -0.168
C -2.6505 1.9521 -3.0272 -0.431
C 3.7027 -0.8086 -7.4205 -0.048
C 1.2553 -3.1952 0.5365 -0.103
C -4.0513 -4.4655 -1.9655 -0.134
C 0.9606 -4.7202 4.4761 -0.023
C 6.1779 0.7207 4.8135 -0.167
C -4.4009 5.5805 -0.2873 -0.021
C -1.6756 -3.6549 -2.4836 -0.029
C -1.1452 6.7747 1.1585 -0.142
C 3.9601 1.0113 -5.7470 -0.117
C -3.5832 -2.7263 -3.6052 -0.048
C -1.2291 2.4626 -3.3327 -0.033
C 2.8741 -0.6327 -3.6507 -0.473
C -3.5794 2.0006 -4.2207 -0.277
C 1.3699 -5.6307 0.0407 -0.051
C -3.3971 7.3706 2.1581 -0.018
C -0.6688 1.4667 0.5358 -0.473
C -1.2211 -6.6764 -3.4141 -0.022
C 0.0005 -3.3297 2.6264 -0.133
C 1.6456 -1.3525 -2.8745 -0.019
C 3.6290 -0.6248 4.2385 -0.498
C 1.2622 4.7760 3.8995 -0.097
C 3.6326 -1.7081 3.1339 -0.018
C -3.1471 6.2300 -0.8465 -0.485
C 5.2686 -1.1842 -5.5393 -0.041
C 0.7613 1.4809 0.1352 -0.047
C 1.9943 -4.5309 0.8473 -0.513
C 0.6652 -4.6968 2.9881 -0.501
C 6.1333 -0.7558 5.0093 -0.163
C -3.6226 -6.8505 -2.4864 -0.110
H -5.6536 2.6746 -5.5488 0.082
H -3.4397 -7.8788 -2.1314 0.133
H -1.0274 -7.7297 -3.4639 0.082
H 1.5967 -3.8636 4.7013 0.069
H -2.9233 -8.4831 -4.7428 0.104
H 1.6808 5.3219 4.7599 0.089
H -2.3397 5.0816 1.3761 0.100
H 6.2734 3.1290 3.4583 0.095
H 3.8352 -0.7855 -1.7701 0.108
H -1.0156 -6.2749 -2.4310 0.055
H -3.5080 -1.9740 -2.7639 0.082
H 1.7015 -0.9165 -1.8872 0.051
H -1.0153 -5.6698 1.8636 0.065
H 4.4391 -2.1038 5.5569 0.114
H 6.1959 -0.1656 2.2124 0.059
H -0.7779 3.4669 4.6355 0.118
H -0.5303 2.6510 2.3730 0.058
H -3.6302 9.0798 -1.0412 0.084
H -6.7167 -0.5874 1.1391 0.054
H -5.0574 -4.5759 -2.4422 0.136
H -2.3106 -0.0230 -2.8025 0.078
H -4.1152 5.1751 0.6765 0.054
H 1.7698 -2.3072 0.8053 0.088
H -3.7744 0.3189 2.1924 0.077
H -0.6651 2.7837 -2.4262 0.071
H -1.8124 -2.8148 -1.7627 0.092
H 1.7816 0.9876 -4.2935 0.120
H -0.4550 7.2390 0.4336 0.127
H 1.2164 -5.6896 4.8556 0.083
H 1.6049 -2.4438 -2.7632 0.069
H -2.9127 -2.4502 -4.4215 0.079
H 0.6201 -2.5656 3.0699 0.098
H 1.9357 -1.6142 5.2511 0.058
H 1.1342 2.5045 0.3614 0.098
H 2.4090 1.2338 -2.6623 0.104
H 0.1677 5.1076 3.7327 0.102
H -3.5411 0.4782 -1.8953 0.091
H -1.9701 1.7087 2.1860 0.059
H 6.7188 -1.0306 5.8918 0.110
H 2.6579 -0.5604 -7.6520 0.083
H -1.2052 9.2748 1.9868 0.108
H 1.2473 -3.1341 -0.5645 0.103
H 2.9871 1.3321 -6.2487 0.135
H -2.4245 6.8335 -2.8723 0.084
H -1.1819 -4.4497 -1.9484 0.044
H 4.0215 -5.3447 0.4474 0.092
H 0.0593 1.9292 5.0174 0.122
H -0.5104 0.8429 2.6148 0.085
H -1.7652 3.2118 6.8008 0.083
H 5.0576 -0.6120 -3.0267 0.045
H 1.3850 -0.4426 4.1627 0.055
H -4.2061 6.8762 -2.6307 0.059
H -0.9226 -3.2343 3.2195 0.125
H 0.7497 -0.9670 -3.3935 0.078
H 7.2185 1.1108 4.6802 0.139
H -0.7248 6.8127 2.1874 0.120
H -0.5971 -6.1904 -4.1546 0.087
H -6.8080 1.8153 -4.5493 0.074
H 4.5936 -2.1477 2.8616 0.084
H 0.2678 4.5729 6.4986 0.143
H -3.4405 3.0139 -4.5996 0.118
H -4.6242 -2.7537 -3.9014 0.085
H -4.8112 -0.8246 3.1220 0.087
H 4.4896 3.2594 3.1282 0.098
H -4.1177 -7.1804 -5.1573 0.105
H -4.0949 -3.6374 -1.2222 0.121
H 3.9218 -3.5307 0.6588 0.063
H 0.3139 -5.5886 0.0372 0.040
H 0.2666 -6.8200 2.4077 0.096
H 3.1278 -1.3596 2.2546 0.058
H -5.1597 6.3657 -0.0941 0.096
H -2.7529 9.8354 1.2691 0.069
H 5.0374 -2.1900 -5.1350 0.091
H -3.3092 1.3032 -5.0292 0.136
H 5.9014 -1.3439 -6.4006 0.077
H 4.3632 -0.1675 -8.0427 0.090
H 3.8367 2.5641 -4.1663 0.114
H -1.0207 -3.2630 -3.2788 0.086
H -4.5730 -6.9271 -2.9480 0.097
H -3.4071 5.3012 -2.9436 0.091
H 2.5111 2.9003 6.8450 0.079
H 1.4427 3.3782 8.1652 0.072
H 1.9074 -2.7202 -5.4156 0.144
H 3.3666 -4.3090 -0.8207 0.081
H 1.9055 0.0597 5.6483 0.062
H -1.6752 0.3044 -0.6859 0.049
H -2.9892 7.8660 3.0552 0.094
H -3.3115 2.6800 -2.4876 0.140
H 6.4193 1.6108 1.8460 0.079
H 1.8407 5.0099 3.0351 0.075
H 2.5712 1.8284 3.2224 0.076
H -4.3196 7.9253 1.8813 0.099
H -1.0861 5.9097 -1.3328 0.127
H 1.2060 0.6234 0.6393 0.081
H -3.4840 6.3007 2.2812 0.059
H -2.7506 -0.8154 0.3546 0.042
H 5.8247 -0.5794 -4.7620 0.091
H -0.6397 -2.2109 0.8872 0.103
H 1.7274 -6.6499 0.3135 0.104
H -2.1225 4.4874 -1.1653 0.079
H 4.3870 -0.5222 6.2465 0.135
H -4.3060 -6.0476 -0.6250 0.102
H -1.2029 3.3373 -3.9969 0.080
H -3.1658 -1.3210 2.6101 0.073
H 1.2885 1.7756 7.4414 0.089
H -0.7364 4.5706 1.0504 0.090
H -2.6707 -4.2707 -5.7477 0.081
H 5.7819 1.2230 5.7023 0.113
H -5.6443 0.5132 0.3427 0.078
H -0.9521 -6.1058 3.5075 0.086
H 6.5812 -1.3198 4.1832 0.105
H -2.6786 -5.6817 -0.9562 0.101
H -5.6916 0.9432 -5.6107 0.095
H 3.0771 -2.5568 3.5707 0.068
H 0.8476 1.3092 -0.9702 0.067
H 3.9156 -1.8183 -7.7828 0.079
H 5.2418 3.0354 4.7994 0.074
H -0.0184 -4.3802 4.8371 0.088
H -4.8511 4.7807 -0.8609 0.082
H 2.1475 -6.5787 2.5958 0.057
H -0.7459 -3.9767 0.7359 0.089
H 1.6098 -5.5167 -1.0315 0.092
H -0.6065 1.6970 -3.7885 0.062
H -1.2530 2.3332 0.1351 0.130
H -0.8557 3.0763 8.1597 0.052
H 4.2257 -2.1325 -2.9187 0.074
H -4.8049 -2.3545 1.1103 0.132
H -6.1009 -0.9992 -0.4699 0.073
H 4.7820 1.5415 -6.2691 0.126
H -1.4064 9.5195 0.2757 0.085
H -2.4009 -7.1242 -5.6749 0.075
H 4.7016 1.1757 -3.6409 0.101
H 4.9245 0.6563 1.6487 0.067
```

Computed properties:
- E_LUMO (eV) = 0.474
- calculated total energy (Ha) = -3387.908331
- SMILES = CC1(C)CCCC(C)(C)N1O.CC1(C)CCCC(C)(C)N1O.CC1(C)CCCC(C)(C)N1O.CC1(C)CCCC(C)(C)N1O.CC1(C)CCCC(C)(C)N1O.COC[C@H](C)N.COC[C@H](C)N.CC(C)O.CC(C)O
- energy above the lowest of the compared OMol25 structures with the same formula, charge and spin (kJ/mol) = 86.6
- frontier orbital gap (hartree) = 0.309
- HOMO energy (hartree) = -0.2911



- Which of these has the highest calculated total energy?
  C4H6N2O2



Copy entry 1 word for word.
Density functional theory data (the ωB97M-V functional and the def2-TZVPD basis) for C4H6N2O2 in the gas phase at a distorted geometry.

XYZ file:
```
14
Properties=species:S:1:pos:R:3:nbo_charge:R:1
O 2.9328 -1.2567 1.2696 -0.389
O 1.3972 -0.2781 2.4564 -0.397
N 0.2784 1.5716 -0.6840 -0.367
N 1.8559 -0.7038 1.3954 0.504
C 1.0737 -0.6792 0.2030 -0.198
C -0.4434 -0.3632 0.5405 -0.455
C -0.9244 0.8476 -0.3395 -0.246
C 1.3606 1.0071 -0.5419 0.185
H -0.5922 -0.1055 1.6031 0.260
H 2.3274 1.1859 -0.8493 0.200
H -1.3478 0.4105 -1.2715 0.204
H -1.8170 1.2445 0.1387 0.226
H 1.4897 -1.3181 -0.5365 0.247
H -1.2213 -1.1600 0.2478 0.224
```

Computed properties:
- E_LUMO (eV) = 0.150
- calculated total energy (Ha) = -415.838123
- SMILES = O=[N+]([O-])[C@@H]1C=NCC1
- energy above the lowest of the compared OMol25 structures with the same formula, charge and spin (kJ/mol) = 531.7
- frontier orbital gap (hartree) = 0.371
- HOMO energy (hartree) = -0.3657



What did the first record say?
Density functional theory data (the ωB97M-V functional and the def2-TZVPD basis) for C4H6N2O2 in the gas phase at a distorted geometry.

XYZ file:
```
14
Properties=species:S:1:pos:R:3:nbo_charge:R:1
O 2.9328 -1.2567 1.2696 -0.389
O 1.3972 -0.2781 2.4564 -0.397
N 0.2784 1.5716 -0.6840 -0.367
N 1.8559 -0.7038 1.3954 0.504
C 1.0737 -0.6792 0.2030 -0.198
C -0.4434 -0.3632 0.5405 -0.455
C -0.9244 0.8476 -0.3395 -0.246
C 1.3606 1.0071 -0.5419 0.185
H -0.5922 -0.1055 1.6031 0.260
H 2.3274 1.1859 -0.8493 0.200
H -1.3478 0.4105 -1.2715 0.204
H -1.8170 1.2445 0.1387 0.226
H 1.4897 -1.3181 -0.5365 0.247
H -1.2213 -1.1600 0.2478 0.224
```

Computed properties:
- E_LUMO (eV) = 0.150
- calculated total energy (Ha) = -415.838123
- SMILES = O=[N+]([O-])[C@@H]1C=NCC1
- energy above the lowest of the compared OMol25 structures with the same formula, charge and spin (kJ/mol) = 531.7
- frontier orbital gap (hartree) = 0.371
- HOMO energy (hartree) = -0.3657



- What is the energy above the lowest of the compared OMol25 structures with the same formula, charge and spin in the first record?
  531.7 kJ/mol